Record 1
C36H66Cl3F12N12P2 | ωB97M-V/def2-TZVPD

Its net charge is +1. The HOMO energy is -0.283 hartree.

Structure (XYZ):
```
131
Properties=species:S:1:pos:R:3:forces:R:3
C 1.487525 0.807116 0.887337 1.12 -0.79 -0.91
C 0.380300 1.262792 -0.008305 -1.04 1.24 0.81
N -0.176357 0.350185 -0.946960 -1.01 -3.28 -3.65
C -1.548430 0.224830 -1.210568 -0.22 -1.09 -1.82
C -1.751820 -0.656616 -2.316881 1.59 1.44 3.52
N -0.472010 -1.146662 -2.595994 -2.09 1.66 0.93
C 0.420693 -0.489426 -1.913157 0.77 0.55 2.33
C -0.281598 -2.094360 -3.663342 1.54 0.27 -0.15
H 2.380144 0.802508 0.261797 0.60 0.19 0.35
H 1.423065 -0.238559 1.188175 -0.49 0.15 0.10
H 1.566764 1.445021 1.767624 0.15 0.07 -0.13
H 0.623976 2.182645 -0.539890 0.45 0.07 -0.03
H -0.441070 1.553445 0.646665 -0.47 -0.09 -0.14
H -2.244889 0.790131 -0.609093 -0.20 -0.11 -0.06
H -2.639382 -1.014628 -2.817332 -0.32 0.17 -0.23
H 1.472364 -0.715575 -2.009243 0.55 0.36 0.11
H 0.682428 -2.582837 -3.521487 -0.12 -0.20 0.02
H -0.131424 -1.407177 -4.496019 -0.68 -1.00 -0.94
H -1.090064 -2.820040 -3.574572 0.11 0.26 -0.79
C -1.778924 -4.987326 -6.745187 -1.36 -0.74 0.33
C -2.394255 -6.060196 -5.851834 1.20 -0.76 0.69
N -3.212282 -5.613478 -4.669404 -1.01 -0.49 1.08
C -3.680758 -4.326351 -4.469658 0.71 -0.46 1.63
C -4.174745 -4.273500 -3.168616 -0.30 -0.66 -1.09
N -4.216517 -5.577753 -2.646248 1.59 -0.58 -1.75
C -3.529195 -6.371858 -3.589361 -1.00 1.80 0.39
C -4.841917 -5.987822 -1.324276 1.39 0.04 -0.84
H -1.082863 -4.429229 -6.118989 -0.11 0.52 -0.69
H -2.585466 -4.474010 -7.268726 0.39 0.78 0.16
H -1.270081 -5.553595 -7.525268 0.39 0.21 0.17
H -1.495355 -6.486665 -5.406628 -0.27 -0.45 0.32
H -2.882386 -6.861414 -6.406702 -0.48 0.28 0.16
H -3.445812 -3.591260 -5.225197 -0.38 0.38 0.40
H -4.492324 -3.416759 -2.592832 -0.32 -0.02 -0.34
H -3.250475 -7.410703 -3.491741 -0.18 0.14 0.18
H -5.929283 -6.046797 -1.371683 0.21 0.12 -0.24
H -4.508779 -5.310652 -0.537792 -0.21 0.41 -0.33
H -4.408896 -6.929365 -0.986478 -0.14 -0.19 -0.52
C 1.930837 -2.972897 1.359148 -0.60 -0.59 -0.29
C 0.752403 -3.625209 2.029428 -0.10 -1.03 -0.59
N -0.508896 -2.933219 1.805284 -3.15 1.05 -0.46
C -0.752106 -1.630154 2.289973 -3.01 -1.62 -1.34
C -2.125388 -1.360763 1.979698 1.84 -0.76 1.11
N -2.687411 -2.464097 1.364207 4.42 -0.77 0.44
C -1.656329 -3.400522 1.185747 0.02 1.88 2.13
C -4.042703 -2.641344 0.920171 -0.83 -0.86 -0.56
H 2.161519 -2.016806 1.829010 0.54 -0.26 0.00
H 1.742841 -2.836286 0.294204 0.13 0.04 -0.02
H 2.645570 -3.787432 1.476584 0.87 0.75 -0.13
H 0.993147 -3.768077 3.082862 -0.63 0.37 0.27
H 0.622041 -4.634072 1.637899 -0.03 0.03 -0.24
H 0.044121 -1.173269 2.858890 -0.41 0.40 -0.19
H -2.785904 -0.556645 2.268693 0.22 0.49 -0.28
H -1.825149 -4.411546 0.845571 0.34 0.09 -0.38
H -4.547273 -3.443671 1.458486 0.29 -0.07 0.37
H -3.975763 -3.000812 -0.106678 -0.35 0.55 -0.17
H -4.680633 -1.766923 1.048802 0.57 0.26 -0.30
C -0.840227 2.463647 3.907787 2.80 0.85 -0.90
C -1.400442 1.595951 4.934016 -3.33 -1.26 -0.25
N -1.343647 1.969081 6.320283 1.73 -1.21 4.69
C -0.187106 1.632036 7.122845 -1.54 1.82 1.47
C -0.563610 1.757226 8.472800 0.72 -1.22 -2.14
N -1.918900 1.883374 8.528418 -1.01 1.11 -2.85
C -2.363777 2.057461 7.200150 0.77 -0.02 1.86
C -2.724729 1.917621 9.764279 0.05 0.15 1.13
H 0.094175 2.043217 3.536007 0.22 -0.12 -0.09
H -0.499605 3.392413 4.365473 -0.46 0.42 -0.29
H -1.456496 2.575590 3.015719 -0.49 0.18 0.37
H -1.130085 0.540006 4.935288 0.18 0.10 -0.43
H -2.469456 1.640325 4.725829 -0.30 -0.54 -0.06
H 0.795580 1.481437 6.700908 -0.23 0.03 -0.08
H 0.003334 1.655328 9.386362 0.11 -0.10 -0.24
H -3.389822 2.319408 6.987955 0.05 -0.28 -0.27
H -2.102337 1.792600 10.650344 0.71 -0.07 -0.42
H -3.429279 1.097903 9.904919 -0.11 0.05 -0.89
H -3.199809 2.871527 9.993323 -0.16 0.04 -0.80
C -2.417553 3.716976 -1.633854 -0.06 -0.31 0.25
C -2.152134 4.446543 -0.314511 -0.57 -0.58 -0.77
N -1.842129 5.841367 -0.656644 2.07 3.37 -0.22
C -2.818497 6.824713 -0.797676 2.02 1.12 0.74
C -2.164551 8.082682 -0.916443 -0.37 -2.27 -0.08
N -0.799426 7.865778 -0.954515 -0.45 -4.94 0.24
C -0.597514 6.438136 -0.829201 -3.05 2.04 0.68
C 0.255316 8.861742 -1.121425 -0.40 0.28 0.28
H -1.565053 3.645216 -2.309267 0.16 -0.25 0.25
H -3.179288 4.263459 -2.189929 -0.09 0.11 0.10
H -2.868104 2.752289 -1.400431 0.28 -0.08 -0.20
H -1.445639 4.053356 0.416492 0.53 -0.06 -0.61
H -3.082662 4.357750 0.246146 -0.16 0.67 0.07
H -3.828212 6.491693 -0.607982 -0.11 0.58 -0.28
H -2.558486 9.087366 -0.959073 -0.09 -0.20 -0.12
H 0.336635 5.915547 -0.685476 0.00 0.26 -0.26
H -0.216380 9.776795 -0.763276 0.43 0.21 -0.19
H 0.580461 8.962891 -2.156876 -0.21 -0.07 0.05
H 1.113215 8.630929 -0.489879 -0.18 -0.09 -0.02
C 4.932139 1.222823 2.410941 -0.27 -0.56 -1.26
C 5.945857 1.414824 1.237058 -0.45 -0.90 1.12
N 6.629536 2.692013 1.402761 2.99 1.43 0.64
C 5.968289 3.894059 1.244403 1.34 0.08 0.31
C 6.844920 4.914488 1.584492 0.20 -1.26 -0.13
N 8.060083 4.348228 1.969987 -1.56 -3.06 -0.01
C 7.929752 2.918876 1.830847 -2.89 3.18 -0.20
C 9.140462 5.037616 2.702800 1.26 -0.80 0.04
H 4.639328 0.174587 2.351189 -0.17 -0.03 0.00
H 4.037355 1.798959 2.175280 -0.03 0.09 0.27
H 5.233295 1.393440 3.444527 0.55 0.31 -0.29
H 5.449720 1.365180 0.267783 -0.24 0.21 -0.10
H 6.629694 0.567019 1.195928 0.43 0.40 0.19
H 4.946045 3.818336 0.904285 0.15 0.57 -0.06
H 6.764925 5.990135 1.529775 -0.22 -0.18 0.10
H 8.610393 2.137273 2.134563 0.15 0.29 -0.12
H 10.034733 5.062126 2.080084 -0.16 0.31 -0.15
H 9.446721 4.461235 3.575778 -0.33 -0.35 -0.07
H 8.951047 6.022277 3.130202 -0.76 -0.02 -0.73
Cl 4.177395 -0.407561 -2.148960 -0.34 0.43 0.85
Cl -4.758783 -0.795746 -4.440731 0.36 -0.33 0.49
Cl -3.831575 1.763917 1.575163 0.61 0.05 0.22
P 0.004928 -5.742259 -2.001456 1.40 0.27 0.13
F 0.489264 -6.025558 -0.433017 -0.36 0.30 -0.39
F -0.413232 -4.218939 -1.571154 0.34 0.11 0.19
F 1.552764 -5.328837 -2.346727 -1.47 0.61 0.10
F -0.535506 -5.398870 -3.516691 0.37 -0.15 0.77
F 0.368528 -7.214823 -2.418618 -0.33 -0.83 -0.14
F -1.492310 -6.217193 -1.557463 -0.29 0.01 -0.05
P 1.997406 -2.359595 -7.933377 -0.31 0.15 0.10
F 1.340681 -1.061463 -8.656266 -0.25 -0.23 0.63
F 3.449559 -1.606574 -8.162966 -0.80 -1.05 0.06
F 1.846430 -1.760953 -6.404713 -0.52 1.59 -0.59
F 2.739812 -3.541793 -7.093164 -0.14 -0.96 -1.88
F 0.473465 -3.004094 -7.730421 0.81 -0.01 0.11
F 1.988297 -3.134846 -9.421120 0.99 0.49 1.75
```
Forces are in eV/Å.

Atom charges from the Mulliken analysis, given in e for atoms 1 to 2: C -0.631; C 0.128


Record 2
C36H66F18N12P3 | ωB97M-V/def2-TZVPD

Its net charge is +3. The HOMO energy is -0.559 hartree. Its energy relative to the best compared isomer or geometry (same formula, charge and spin) is 587.1 kJ/mol.

Structure (XYZ):
```
135
Properties=species:S:1:pos:R:3:forces:R:3
C 4.328449 0.687943 1.779084 1.02 1.20 -1.99
C 4.098619 0.684343 0.237914 -1.24 -0.44 0.11
N 3.846959 2.016583 -0.412756 1.80 0.74 0.64
C 4.789529 3.069163 -0.365786 0.17 0.76 0.70
C 4.329189 4.192263 -1.012016 -1.20 -3.47 0.58
N 3.123799 3.698833 -1.497766 -2.00 0.56 -0.61
C 2.825259 2.418113 -1.154776 1.73 1.64 0.18
C 2.224849 4.478953 -2.310456 -0.89 0.59 -0.21
H 3.458279 1.069213 2.313444 0.15 -0.55 0.09
H 5.163829 1.372963 1.923924 0.05 0.04 0.58
H 4.720129 -0.302737 2.009804 -0.54 0.03 0.40
H 3.175509 0.122933 0.093774 0.05 0.01 -0.45
H 4.878369 0.221823 -0.367206 0.13 -0.01 0.34
H 5.700459 3.090123 0.214014 -0.13 -0.77 0.07
H 4.663009 5.216843 -1.084216 -0.01 -0.27 -0.19
H 1.957279 1.872933 -1.495066 0.08 -0.07 0.25
H 2.390369 4.222613 -3.356866 0.04 0.62 -0.08
H 2.281609 5.531383 -2.032466 0.83 0.11 -0.59
H 1.164269 4.349843 -2.094556 0.00 -0.96 0.20
C -3.777861 -4.576347 -5.009766 0.80 0.13 1.11
C -2.370391 -4.209277 -5.427896 -0.06 -1.58 -1.17
N -1.517011 -3.858547 -4.334376 1.40 1.55 4.16
C -0.603421 -2.835627 -4.359626 1.70 -0.33 2.93
C 0.041309 -2.786187 -3.051196 -1.91 -1.01 -2.09
N -0.559301 -3.785647 -2.237466 0.11 1.74 -3.50
C -1.508051 -4.348177 -3.054536 0.22 -1.09 0.02
C -0.081761 -4.103327 -0.857126 -1.12 -0.13 -0.02
H -3.734241 -5.521317 -4.468266 -0.34 -0.49 -0.67
H -4.437321 -4.561677 -5.877516 -0.18 -0.11 0.50
H -4.024181 -3.921337 -4.174066 -0.77 0.63 -0.50
H -2.342551 -3.456267 -6.215486 0.13 0.27 0.44
H -1.884491 -5.092487 -5.842526 -0.14 -0.05 -0.46
H -0.436061 -2.366017 -5.317676 0.41 0.35 0.46
H 0.830929 -2.180827 -2.631136 -0.05 0.05 -0.41
H -2.079051 -5.231217 -2.808366 0.00 0.16 0.23
H -0.026131 -5.187487 -0.759056 0.19 0.16 0.02
H -0.768281 -3.688317 -0.119186 -0.41 -0.13 -0.21
H 0.843229 -3.608107 -0.561746 0.21 -0.12 -0.98
C 0.087979 1.374863 -4.077916 0.84 2.03 0.03
C 0.171419 1.764393 -5.592496 -0.79 -2.63 0.68
N 1.116689 2.777413 -5.955596 -0.24 4.10 -1.19
C 2.442269 2.727853 -5.843256 2.26 -0.88 1.40
C 2.983059 3.914413 -6.217516 3.28 -1.56 0.37
N 2.046679 4.717623 -6.669326 -2.10 -0.30 -0.99
C 0.901209 4.041943 -6.483666 -1.68 -0.21 -0.25
C 2.293439 6.019783 -7.329936 -1.11 1.32 1.69
H 1.096249 1.127333 -3.745906 0.06 -0.52 -0.16
H -0.584601 0.574793 -3.768706 -0.02 0.07 -0.64
H -0.130751 2.263453 -3.485736 -0.51 0.08 0.12
H -0.780151 1.951973 -6.089906 0.07 0.19 0.25
H 0.568579 0.824823 -5.976636 -0.01 0.11 -0.77
H 2.970319 1.890963 -5.410606 -0.04 -0.32 -0.21
H 4.033519 4.163003 -6.251116 -0.09 0.00 -0.03
H -0.048271 4.480713 -6.752686 -0.09 -0.38 0.05
H 1.389719 6.468323 -7.742496 -0.06 -0.83 -0.63
H 3.158769 6.123903 -7.984516 -0.21 -0.79 0.08
H 2.391099 6.699553 -6.483496 0.75 0.17 0.02
C 0.993559 -4.667787 7.965984 -0.38 -0.54 -1.88
C 0.915319 -5.011217 6.404874 -1.38 0.14 1.78
N 0.447629 -3.875547 5.580004 0.15 2.34 -2.06
C 1.429139 -3.079507 4.986894 -1.76 1.63 -0.49
C 0.777999 -2.026397 4.327694 -0.06 -1.09 0.38
N -0.593121 -2.185657 4.452514 2.78 -3.28 1.70
C -0.777151 -3.360187 5.209824 1.45 1.04 -0.05
C -1.538731 -1.214157 3.950974 -1.75 -1.13 1.34
H 1.762929 -3.935937 8.212094 -0.07 -0.10 -0.14
H 1.201129 -5.629857 8.434434 0.08 0.19 0.24
H 0.009659 -4.318847 8.279474 0.13 0.04 0.17
H 0.144169 -5.765007 6.245994 0.30 -0.35 0.23
H 1.877529 -5.381787 6.051434 -0.23 0.30 -0.31
H 2.475239 -3.290717 5.152624 -0.14 0.16 -0.14
H 1.062769 -1.160557 3.748354 0.70 -0.13 0.17
H -1.722831 -3.754557 5.551244 0.08 0.16 -0.09
H -2.450511 -1.624037 4.385434 -0.53 0.35 -0.21
H -1.675751 -1.234327 2.869804 0.76 0.40 0.08
H -1.406141 -0.271637 4.482174 0.46 0.21 -0.67
C -4.440491 -2.278527 0.135654 -0.54 -0.78 -0.63
C -4.621281 -1.729867 1.538064 0.48 -0.07 0.11
N -4.581921 -2.778397 2.602694 0.61 -2.62 1.10
C -4.820231 -2.497407 3.940644 0.53 -2.24 1.01
C -4.560701 -3.667767 4.698644 -0.18 0.43 -2.37
N -4.187371 -4.692707 3.809954 0.27 4.19 -2.77
C -4.162181 -4.079997 2.505644 -0.73 -0.05 2.93
C -3.777221 -6.041297 4.202964 -0.17 -0.23 -0.04
H -5.288611 -2.930537 -0.073296 -0.05 -0.35 0.14
H -3.535071 -2.839697 -0.095436 0.22 0.10 0.55
H -4.522111 -1.587577 -0.703416 0.13 0.73 0.63
H -5.594541 -1.245937 1.619824 0.10 0.03 0.09
H -3.835201 -1.064477 1.895064 -0.04 0.37 -0.58
H -5.105711 -1.510237 4.272884 -0.08 -0.16 -0.03
H -4.607921 -3.935067 5.743984 -0.21 0.51 0.02
H -3.883801 -4.576077 1.587604 -0.09 -0.01 0.18
H -3.142731 -6.059077 5.089084 -0.20 0.54 0.13
H -3.153041 -6.503637 3.438294 -0.54 -0.01 -0.24
H -4.701841 -6.570787 4.432814 0.31 -0.44 -0.23
C 1.293769 5.296453 2.684414 1.96 0.66 0.82
C 0.757869 5.434973 1.307684 -0.14 1.20 -0.62
N -0.451751 4.730533 1.249704 -6.83 0.11 -1.60
C -0.727421 3.444563 1.593404 -1.92 0.10 0.19
C -2.133991 3.288383 1.506444 1.23 -0.74 0.70
N -2.707491 4.447143 1.119624 2.15 2.05 -0.72
C -1.678361 5.337393 0.885194 0.41 -1.75 1.48
C -4.153111 4.754423 0.954364 0.11 0.12 -0.96
H 0.607779 5.253653 3.530394 -0.56 -1.04 -0.54
H 1.802549 6.188393 3.050054 0.68 0.13 -0.73
H 2.020019 4.489183 2.589704 -0.16 -0.11 1.19
H 1.336809 4.985973 0.500634 0.81 0.37 0.28
H 0.460719 6.446053 1.029264 0.52 0.18 -0.05
H 0.075569 2.819103 1.954504 -0.32 -0.38 -0.03
H -2.820031 2.494853 1.763424 0.63 -0.29 -0.03
H -1.875971 6.372143 0.647174 0.46 -0.06 -0.04
H -4.789801 4.040593 1.477034 0.39 0.23 0.32
H -4.445161 4.713613 -0.094986 0.35 -0.46 -0.17
H -4.382901 5.795643 1.180564 0.29 -0.21 0.76
P 1.810779 1.779133 4.842714 1.56 0.39 2.56
F 3.164539 0.881123 4.892494 -0.35 -1.70 -0.72
F 2.749439 2.850833 4.094374 -0.95 0.82 -1.48
F 1.364259 1.068413 3.453874 -0.59 0.70 0.03
F 0.518189 2.887113 4.903634 1.14 -2.03 -0.86
F 0.981999 0.586103 5.671864 -0.11 1.06 -0.92
F 2.354829 2.372783 6.209314 -1.06 0.56 1.08
P 3.349379 -1.583797 -4.528806 1.59 -1.44 -3.77
F 1.838179 -1.677517 -5.224526 -0.07 0.73 1.29
F 3.113639 -2.963677 -3.674556 0.14 1.11 -0.15
F 3.793409 -2.506347 -5.817806 0.30 0.32 1.06
F 4.862969 -1.310997 -4.110706 0.36 -1.58 1.55
F 3.683319 -0.249777 -5.467616 -1.97 0.77 -0.03
F 2.823419 -0.733547 -3.291186 -0.76 0.65 0.24
P -0.278371 0.040383 -0.070196 2.02 -2.63 1.99
F 0.908899 0.987243 0.621544 -0.83 -0.35 -0.44
F 0.805329 -0.495757 -1.096806 0.39 -0.67 -0.35
F 0.137099 -1.187477 1.040024 0.04 0.91 -0.74
F -1.407781 -1.034417 -0.598026 0.25 0.57 -0.74
F -1.326161 0.563533 0.952734 -1.26 0.86 1.44
F -0.639601 1.167333 -1.083936 -0.80 1.11 -1.04
```
Forces are in eV/Å.

Atom charges from the Mulliken analysis, given in e for atoms 1 to 2: C -1.152; C -0.145


Number 1: F_max 5.15 eV Å⁻¹. Number 2: F_max 7.01 eV Å⁻¹.